P) 10
Properties=species:S:1:pos:R:3:nbo_charge:R:1 method="wB97M-V/def2-TZVPD" e_lumo_ha=-0.0086 multiplicity=1 total_charge=0
C 0.24352 1.19999 -1.74415 0.081
C 0.59289 0.34433 -0.75613 -0.481
C -0.00581 -0.17839 0.24499 0.625
C 1.59015 0.56245 -1.79405 -0.489
N -0.76521 -0.69688 1.05075 -0.712
P -1.38409 -0.80524 2.61952 0.571
H 1.63625 -0.17043 -2.57765 0.211
H 2.60900 0.91723 -1.45273 0.226
H -2.51582 -1.60864 1.99585 -0.007
H -2.00090 0.43558 2.41359 -0.026

=====

Q) 10
Properties=species:S:1:pos:R:3:nbo_charge:R:1 method="wB97M-V/def2-TZVPD" e_lumo_ha="-0.0436 / -0.0226" multiplicity=1 total_charge=0
C -0.14603 0.90864 0.33876 -0.488
C -0.54971 -0.29059 -0.33721 -0.384
C 1.08181 0.97222 0.74138 0.480
C 0.12042 -1.06100 -1.10176 -0.118
N 2.24312 0.85669 1.15687 -0.632
P -2.42600 -0.59715 -0.52928 0.362
H -0.77190 1.80496 0.52165 0.263
H -0.00927 -1.93753 -1.69709 0.206
H 2.92895 0.76901 0.37672 0.386
H -2.47140 -1.42527 0.52995 -0.074

=====

Short version: P) is the least stable of them.

=====

P) 8
Properties=species:S:1:pos:R:3:nbo_charge:R:1 method="wB97M-V/def2-TZVPD" e_lumo_ha=0.0135 multiplicity=1 total_charge=0
C 1.13406 0.32251 0.02154 -0.546
C 0.31630 -0.67375 -0.13186 0.175
O -1.03391 -0.73598 -0.23595 -0.635
S -1.89785 0.75525 -0.33579 0.280
H 2.11340 0.23464 0.12610 0.209
H 0.94206 1.35416 0.06228 0.218
H 0.64700 -1.88972 -0.45146 0.194
H -2.22106 0.63290 0.94514 0.105

=====

Q) 8
Properties=species:S:1:pos:R:3:nbo_charge:R:1 method="wB97M-V/def2-TZVPD" e_lumo_ha="-0.0102 / -0.0102" multiplicity=1 total_charge=0
C 1.09347 -0.33772 0.08350 -0.246
O -0.40368 -0.58483 0.19282 -0.439
C -1.11690 0.43193 -0.02185 0.253
S -3.11314 0.13906 -0.02054 -0.342
H 1.27666 0.62419 -0.20349 0.189
H 1.34250 -1.13199 -0.52382 0.209
H 1.64787 -0.47488 0.99546 0.206
H -0.72677 1.33423 -0.50208 0.169

=====

R) 8
Properties=species:S:1:pos:R:3:nbo_charge:R:1 method="wB97M-V/def2-TZVPD" e_lumo_ha="-0.0151 / -0.0424" multiplicity=1 total_charge=0
C -0.09839 -1.08854 -0.55062 0.339
C -0.19017 0.25053 0.11380 -0.715
O -1.15581 -1.90532 -0.46653 -0.490
S -1.13154 -3.30767 -1.35171 -0.045
H 0.70866 -1.38099 -1.11240 0.171
H 0.83786 0.50578 0.42008 0.233
H -0.69464 0.01986 1.05574 0.251
H -0.54576 1.11064 -0.57843 0.257

=====

Short version: Q) is the least stable of them.

=====

P) 15
Properties=species:S:1:pos:R:3:nbo_charge:R:1 method="wB97M-V/def2-TZVPD" e_lumo_ha=0.1426 multiplicity=1 total_charge=-1
C 0.84978 -2.13503 -0.29097 -0.390
N -0.17503 -1.06289 0.41115 -0.775
C -1.25336 -0.33411 -0.09265 0.698
O -2.46858 -0.82428 -0.25513 -0.644
C -0.72001 1.04510 -0.55461 -0.529
C 0.14195 1.96383 0.50959 -0.533
S 1.55487 1.06117 1.26601 -0.611
H 1.74096 -1.75383 -0.96699 0.183
H 1.27685 -2.71635 0.51124 0.198
H 0.29456 -2.75252 -1.01036 0.190
H 0.39279 -0.39843 1.05715 0.396
H 0.03050 0.93007 -1.33284 0.231
H -1.74947 1.56984 -0.81828 0.204
H -0.34472 2.34048 1.38097 0.192
H 0.42891 3.06692 0.18570 0.191

=====

Q) 15
Properties=species:S:1:pos:R:3:nbo_charge:R:1 method="wB97M-V/def2-TZVPD" e_lumo_ha=0.1364 multiplicity=1 total_charge=-1
C -1.05340 -0.76908 -1.51164 -0.403
N -1.11618 -0.04300 -0.26349 -0.685
C 0.00181 -0.05425 0.67746 -0.181
C -0.08297 1.20583 1.49175 0.448
O -1.04981 1.94007 1.49830 -0.597
C 1.40522 -0.21798 0.06526 -0.532
S 2.76456 -0.06809 1.29924 -0.705
H -0.90779 -1.83989 -1.30857 0.178
H -1.86237 -0.43216 -2.13764 0.193
H -0.11854 -0.44186 -1.98996 0.171
H -1.63940 0.79944 -0.07932 0.391
H -0.17375 -0.93161 1.36393 0.198
H 0.77910 1.40949 2.15311 0.165
H 1.50683 -1.11341 -0.52842 0.186
H 1.54669 0.55647 -0.73001 0.173

=====

Short version: P) is the least stable of them.